C37H82BrClIO13PS | ωB97M-V/def2-TZVPD

Cartesian coordinates (Å):
H (-1.19, -7.08, 7.41)
C (0.64, -8.01, -8.02)
H (-5.89, 7.58, -2.65)
H (3.35, -4.72, -3.31)
H (1.47, -5.11, -1.25)
O (1.25, 9.57, 4.00)
C (-4.79, 4.61, -3.05)
O (3.71, 9.21, 5.62)
H (0.75, -9.54, -5.95)
H (-1.42, -6.12, 5.78)
H (2.60, 2.39, 1.20)
O (0.96, -3.40, 1.75)
C (2.80, 4.93, -0.23)
H (-7.24, 7.01, -4.68)
C (2.07, 1.64, 0.62)
H (-4.38, 6.59, 0.09)
H (-1.15, 7.90, 0.38)
O (-5.60, 6.27, -5.74)
Cl (5.19, -3.91, 1.72)
H (-7.31, 5.53, -6.64)
C (3.54, -5.84, -2.98)
H (1.21, -7.03, 7.21)
C (-1.22, -8.49, 5.62)
H (1.86, 8.88, 6.54)
H (3.11, 10.14, 3.23)
H (-0.32, -8.24, 3.44)
C (0.50, -4.02, 0.50)
H (-2.20, -8.95, 6.08)
C (1.76, -7.08, -7.56)
C (3.89, -6.39, -0.29)
H (1.19, -7.33, 5.28)
H (-0.91, 7.30, 2.02)
H (-1.94, -1.41, -0.12)
H (4.13, -7.44, -6.23)
I (2.97, -6.10, 2.65)
H (-6.81, 4.67, -5.15)
H (2.81, 7.45, 6.10)
H (2.49, -6.31, -2.76)
H (-0.72, -0.29, -1.03)
P (0.11, -2.76, -0.92)
C (-2.58, -7.48, 3.49)
C (4.54, -5.78, -1.66)
C (-0.92, -5.70, 2.17)
C (-6.15, 7.12, -4.73)
C (-1.60, 7.83, 1.37)
H (5.00, -4.71, -1.57)
H (0.44, 4.78, -0.72)
H (-4.00, 4.81, -2.33)
H (-1.70, -3.82, 1.14)
H (2.78, 1.16, -0.07)
H (-4.64, 10.48, 0.72)
H (2.41, 7.86, 3.67)
H (-4.41, 6.98, -3.42)
C (3.63, -3.81, 0.68)
O (1.07, -9.38, -8.01)
H (0.91, 7.65, 4.58)
H (2.64, 11.01, 5.69)
Br (2.98, -8.19, -0.55)
H (2.45, -3.22, -2.01)
H (3.80, 4.96, 0.22)
H (-2.94, -6.76, 4.36)
O (-5.85, 5.55, -2.88)
H (-3.51, -8.19, 3.26)
C (-0.98, -4.72, 0.86)
H (1.74, 11.20, 2.85)
C (2.95, -5.32, 0.56)
H (-0.81, -5.15, 3.20)
H (3.53, 10.55, 7.18)
C (-2.29, -6.66, 2.10)
H (3.31, -8.35, -4.94)
H (0.84, -5.53, 6.00)
C (2.51, 8.44, 5.77)
H (-2.11, -7.39, 1.17)
H (-4.11, 10.72, 2.40)
C (-0.77, -1.21, -0.26)
H (5.45, -6.50, -1.94)
C (-1.36, -8.48, 3.96)
C (-3.37, 7.01, 0.01)
C (1.44, -5.24, -0.06)
H (1.28, -2.20, -3.08)
C (3.25, -8.05, -5.99)
H (4.41, 11.13, 5.75)
O (1.01, 2.21, -0.15)
H (-1.68, -9.59, 3.67)
H (0.38, -7.76, -9.05)
H (-0.17, 5.19, 0.90)
H (3.25, -8.95, -6.61)
H (1.89, 9.62, 2.03)
C (-1.87, 9.22, 1.96)
H (-2.76, 6.35, -0.62)
H (3.86, -3.31, -0.35)
H (-1.47, -5.22, -0.09)
H (4.10, -6.35, -3.88)
H (2.74, 4.05, -0.87)
O (2.07, -7.28, -6.17)
H (2.14, -1.34, -1.63)
H (2.66, -7.20, -8.18)
C (-5.50, 6.85, -3.37)
H (0.85, -6.27, 0.10)
H (4.81, -6.63, 0.44)
H (-4.39, 4.64, -4.07)
H (-0.32, -9.23, 5.90)
H (1.67, 0.87, 1.29)
C (-4.04, 10.07, 1.53)
C (0.53, 4.55, 0.35)
H (-0.36, -0.82, 0.77)
H (-5.20, 3.61, -2.87)
C (3.55, 10.55, 6.08)
C (0.76, -6.69, 6.16)
C (-6.46, 5.17, -6.05)
H (-0.91, 9.74, 2.06)
H (-0.26, -7.88, -7.40)
H (-0.02, -6.47, 2.08)
O (3.04, -2.45, 3.04)
O (2.41, -1.21, 0.96)
H (0.28, 2.86, 1.70)
H (-3.23, -5.99, 1.89)
H (2.65, 5.83, -0.82)
C (-0.86, -7.03, 6.27)
H (-0.84, 2.90, 0.33)
H (-3.43, 8.00, -0.44)
H (1.42, -6.04, -7.66)
C (0.58, -10.09, -6.88)
S (2.47, -2.62, 1.58)
H (-0.49, -10.29, -7.00)
C (1.77, 8.31, 4.43)
O (-2.81, 7.05, 1.32)
C (2.05, 10.15, 2.97)
O (-2.68, 10.01, 1.09)
H (-4.43, 9.07, 1.78)
C (0.19, 3.09, 0.63)
O (1.84, 4.88, 0.83)
H (1.11, -11.04, -6.82)
H (-5.93, 8.15, -5.03)
H (-5.89, 4.46, -6.66)
C (1.66, -2.36, -1.96)
H (-2.31, 9.15, 2.96)

SMILES string: CCCCCCCC[C@]1(P(C)C)C[C@@](I)([C@@H](Br)CC)[C@H](Cl)S(=O)(=O)O1.COCCOC.COCCOC.COCCOC.COCCOC.COCCOC
F_max: 7.93 eV/Å
gap between HOMO and LUMO: 7.66 eV
ΔE to the lowest compared entry with this formula, charge and spin: 9.693 eV
E_tot: -177089.874 eV